Density functional theory data (wB97M-V/def2-TZVPD) for a structure of composition C37H26Cl3IrN6OS2Se.

Each line ends with the Mulliken charge.
Positions of all 77 atoms, in Å:
Ir (-0.070, 0.136, 0.336)  0.107
S (-1.092, 4.429, 1.069)  -0.370
C (-2.140, 3.496, 2.101)  0.586
C (-3.128, 3.938, 2.975)  -0.572
C (-3.828, 2.988, 3.693)  -0.549
C (-3.552, 1.623, 3.547)  -0.811
C (-2.574, 1.182, 2.680)  -0.379
C (-1.867, 2.134, 1.951)  -0.235
N (-0.861, 1.882, 1.035)  0.402
C (-0.367, 2.969, 0.507)  0.705
C (0.730, 2.800, -0.416)  1.115
C (1.441, 3.838, -1.012)  -0.761
C (2.515, 3.543, -1.830)  -1.082
C (2.875, 2.213, -2.028)  -0.408
C (2.170, 1.175, -1.431)  0.678
C (1.070, 1.451, -0.623)  -1.002
H (-3.339, 4.992, 3.090)  0.409
H (-4.599, 3.305, 4.382)  0.393
H (-4.113, 0.902, 4.126)  0.429
H (-2.351, 0.130, 2.563)  0.548
H (1.157, 4.868, -0.828)  0.418
H (3.074, 4.338, -2.304)  0.380
H (3.721, 1.978, -2.663)  0.472
H (2.488, 0.156, -1.599)  0.082
N (0.673, -0.316, 2.182)  -0.390
C (1.319, -0.263, 3.159)  0.593
N (2.025, -0.185, 4.213)  -0.695
C (2.847, -1.198, 4.488)  0.462
N (3.580, -2.042, 4.783)  -0.533
Cl (6.378, -6.062, -7.609)  -0.220
C (5.584, -5.283, -6.280)  0.378
C (5.133, -3.980, -6.417)  -1.036
C (4.518, -3.366, -5.340)  -0.076
C (4.352, -4.021, -4.126)  -0.282
C (3.705, -3.318, -2.950)  -0.250
C (2.224, -3.684, -2.886)  -1.535
N (1.598, -3.128, -1.704)  0.183
C (1.657, -3.654, -0.433)  -0.550
C (1.135, -2.713, 0.394)  -0.692
N (0.759, -1.621, -0.361)  0.267
C (1.060, -1.902, -1.615)  -0.243
O (3.774, -1.910, -3.033)  -0.367
C (4.957, -1.339, -2.465)  -0.598
C (6.154, -1.486, -3.354)  0.168
C (7.111, -2.447, -3.240)  0.567
Cl (7.223, -3.654, -2.024)  -0.173
S (8.268, -2.396, -4.503)  -0.189
C (7.484, -1.048, -5.211)  -0.406
C (6.390, -0.671, -4.502)  -0.900
C (4.793, -5.337, -4.036)  0.911
Cl (4.577, -6.237, -2.560)  -0.195
C (5.414, -5.977, -5.096)  -0.818
H (5.270, -3.455, -7.352)  0.421
H (4.181, -2.342, -5.425)  0.456
H (4.189, -3.652, -2.025)  0.932
H (2.115, -4.767, -2.871)  0.503
H (1.715, -3.295, -3.768)  0.345
H (2.059, -4.633, -0.239)  0.496
H (0.996, -2.736, 1.460)  0.541
H (0.855, -1.266, -2.459)  0.568
H (5.143, -1.779, -1.481)  0.553
H (4.727, -0.284, -2.326)  0.201
H (7.883, -0.600, -6.106)  0.454
H (5.754, 0.159, -4.779)  0.410
H (5.761, -6.995, -4.994)  0.455
Se (-1.453, 0.312, -1.699)  -0.222
C (-2.801, -0.748, -0.822)  -0.121
C (-2.669, -2.130, -0.697)  0.091
C (-3.612, -2.866, 0.008)  -0.656
C (-4.699, -2.232, 0.592)  -0.431
C (-4.842, -0.857, 0.466)  -0.607
C (-3.898, -0.118, -0.234)  -0.336
H (-1.823, -2.628, -1.154)  0.337
H (-3.496, -3.939, 0.099)  0.409
H (-5.433, -2.808, 1.141)  0.392
H (-5.687, -0.353, 0.918)  0.430
H (-4.002, 0.956, -0.326)  0.440

Results
**HOMO-LUMO gap**: 7.3 eV
**Net charge**: 0
**DFT total energy**: -6512.1279 Eh
**HOMO energy**: -7.66 eV
**M**: 1012.33 g mol⁻¹
**Energy relative to the best compared isomer or geometry (same formula, charge and spin)**: 9.4 kJ/mol

Density functional theory data (wB97M-V/def2-TZVPD) for a cluster of 4 separate species, C32H50Br2N2O9PS in total at a distorted geometry.

Each line ends with the Mulliken charge.
Positions of all 97 atoms, in Å:
C (0.254, -2.425, -2.374)  -1.334
C (0.129, -1.317, -1.320)  0.809
C (1.469, -0.687, -0.893)  -1.298
N (1.421, -0.267, 0.514)  0.282
C (2.316, -0.863, 1.438)  0.216
Br (1.944, -2.805, 1.405)  -0.001
N (3.687, -0.494, 1.029)  0.393
C (4.433, -0.140, 2.005)  -1.875
C (3.742, -0.298, 3.355)  1.295
C (4.333, 0.695, 4.379)  -2.373
C (3.795, 0.622, 5.788)  0.331
C (2.711, 1.407, 6.179)  -0.095
C (2.212, 1.350, 7.472)  -0.972
C (2.783, 0.516, 8.431)  -0.813
C (3.889, -0.253, 8.072)  0.552
C (4.568, -1.184, 9.046)  -1.472
C (4.376, -0.184, 6.768)  -0.113
C (4.236, -1.736, 3.833)  -1.017
Br (2.820, -2.732, 4.731)  0.070
C (5.033, -2.583, 2.829)  -0.170
C (5.362, -3.967, 3.441)  -1.550
C (2.278, -0.098, 2.826)  0.456
S (2.360, 1.725, 2.317)  -0.221
P (0.771, -0.187, 3.953)  0.837
C (-0.458, -1.398, 3.337)  -1.000
C (-0.174, 1.385, 4.033)  -1.402
H (-0.639, -2.409, -2.995)  0.199
H (1.130, -2.302, -3.004)  0.383
H (0.252, -3.392, -1.882)  0.315
H (-0.488, -0.498, -1.668)  -0.313
H (-0.319, -1.727, -0.418)  0.172
H (1.572, 0.234, -1.471)  0.385
H (2.328, -1.305, -1.153)  0.558
H (0.471, -0.265, 0.864)  -0.155
H (4.052, -0.485, 0.084)  0.354
H (5.457, 0.176, 1.877)  0.630
H (5.410, 0.529, 4.445)  0.713
H (4.229, 1.731, 4.065)  0.761
H (2.229, 2.088, 5.491)  0.644
H (1.370, 1.973, 7.742)  0.428
H (2.401, 0.460, 9.439)  0.415
H (5.577, -0.838, 9.259)  0.340
H (4.682, -2.148, 8.551)  0.318
H (3.990, -1.323, 9.952)  0.378
H (5.243, -0.779, 6.501)  0.465
H (4.935, -1.541, 4.632)  0.482
H (4.488, -2.792, 1.917)  0.156
H (6.011, -2.135, 2.649)  0.401
H (5.562, -3.846, 4.502)  0.367
H (4.547, -4.660, 3.268)  0.353
H (6.246, -4.384, 2.965)  0.449
H (1.129, 1.974, 1.856)  0.177
H (-0.188, -2.424, 3.555)  0.309
H (-0.660, -1.308, 2.267)  0.101
H (-1.397, -1.144, 3.823)  0.474
H (-0.823, 1.535, 3.168)  0.338
H (0.432, 2.257, 4.231)  0.398
H (-0.841, 1.253, 4.884)  0.452
C (-3.101, 2.927, -3.932)  -1.427
C (-2.679, 3.069, -2.496)  0.592
C (-1.216, 3.380, -2.297)  -0.528
O (-0.951, 2.787, -1.009)  -0.312
C (-1.833, 1.777, -0.845)  0.634
O (-1.755, 0.954, 0.019)  -0.547
O (-2.791, 1.809, -1.781)  -0.228
H (-2.898, 3.833, -4.491)  0.492
H (-2.579, 2.093, -4.400)  0.168
H (-4.165, 2.715, -3.996)  0.297
H (-3.308, 3.798, -1.981)  0.235
H (-1.002, 4.445, -2.281)  0.330
H (-0.577, 2.893, -3.038)  0.324
C (-3.503, 1.236, -8.995)  -1.485
C (-4.481, 1.846, -8.021)  0.552
C (-5.449, 2.806, -8.673)  -0.451
O (-5.746, 3.709, -7.596)  -0.347
C (-4.678, 3.715, -6.768)  0.638
O (-4.516, 4.498, -5.884)  -0.538
O (-3.823, 2.711, -7.070)  -0.270
H (-4.033, 0.702, -9.785)  0.346
H (-2.880, 2.012, -9.442)  0.387
H (-2.841, 0.541, -8.493)  0.376
H (-5.010, 1.074, -7.463)  0.183
H (-6.356, 2.324, -9.028)  0.321
H (-5.000, 3.375, -9.490)  0.298
C (-5.826, -3.050, -3.704)  -1.541
C (-4.546, -2.300, -3.972)  0.584
C (-4.461, -0.937, -3.324)  -0.581
O (-3.599, -0.231, -4.229)  0.024
C (-3.740, -0.793, -5.450)  0.413
O (-3.320, -0.324, -6.462)  -0.505
O (-4.423, -1.956, -5.367)  -0.348
H (-5.969, -3.198, -2.634)  0.372
H (-6.681, -2.506, -4.107)  0.364
H (-5.808, -4.025, -4.190)  0.383
H (-3.682, -2.916, -3.705)  0.205
H (-4.030, -0.958, -2.326)  0.323
H (-5.424, -0.423, -3.289)  0.282

Results
**HOMO-LUMO gap**: 6.3 eV
**Net charge**: +1
**DFT total energy**: -7923.3513 Eh
**HOMO energy**: -10.13 eV
**M**: 829.61 g mol⁻¹

Density functional theory data (wB97M-V/def2-TZVPD) for an isolated molecule of C4H6FNO2 at a distorted geometry.

Each line ends with the Mulliken charge.
Positions of all 14 atoms, in Å:
O (-0.515, -0.314, -2.059)  -0.541
C (-1.139, -0.881, -1.185)  -0.071
N (-1.322, -0.380, 0.055)  -0.112
C (-0.726, 0.883, 0.425)  -0.595
C (0.786, 0.971, 0.185)  0.617
O (1.313, 2.009, -0.116)  -0.552
C (1.617, -0.283, 0.387)  -0.282
F (1.037, -1.119, 1.326)  -0.290
H (-1.606, -1.853, -1.323)  0.393
H (-1.659, -1.006, 0.784)  0.266
H (-1.156, 1.720, -0.128)  0.252
H (-0.904, 1.068, 1.493)  0.365
H (1.653, -0.829, -0.596)  0.228
H (2.622, 0.014, 0.750)  0.321

Results
**HOMO-LUMO gap**: 10.5 eV
**Net charge**: 0
**DFT total energy**: -461.1169 Eh
**HOMO energy**: -9.82 eV
**M**: 119.09 g mol⁻¹
**SMILES**: O=CNCC(=O)CF
**Energy relative to the best compared isomer or geometry (same formula, charge and spin)**: 44.4 kJ/mol

Density functional theory data (wB97M-V/def2-TZVPD) for a cluster of 2 separate species, C4H12N2 in total at a distorted geometry.

Each line ends with the Mulliken charge.
Positions of all 18 atoms, in Å:
C (0.630, 2.160, -0.766)  -0.241
N (1.431, 2.829, -0.065)  -0.398
C (2.704, 2.226, 0.228)  -0.738
H (-0.191, 2.584, -1.345)  0.277
H (0.813, 1.125, -1.098)  0.223
H (3.456, 2.624, -0.457)  0.308
H (3.070, 2.524, 1.211)  0.254
H (2.776, 1.139, 0.106)  0.311
C (-2.083, -2.381, -0.551)  -0.878
N (-1.121, -1.294, -0.321)  -0.331
C (-0.781, -1.262, 1.100)  -0.832
H (-2.524, -2.314, -1.542)  0.327
H (-2.846, -2.463, 0.232)  0.315
H (-1.523, -3.318, -0.578)  0.280
H (-1.636, -0.453, -0.563)  0.227
H (-0.378, -2.234, 1.372)  0.320
H (-0.122, -0.428, 1.328)  0.235
H (-1.676, -1.065, 1.706)  0.342

Results
**HOMO-LUMO gap**: 10.2 eV
**Net charge**: 0
**DFT total energy**: -269.0460 Eh
**HOMO energy**: -9.12 eV
**M**: 88.15 g mol⁻¹
**SMILES**: C=NC.CNC
**Energy relative to the best compared isomer or geometry (same formula, charge and spin)**: 184.7 kJ/mol